No. 1
A structure of composition C55H46AsMoO5P2S. Source: OMol25; level of theory: ωB97M-V/def2-TZVPD.

## Properties
**Charge**: +3
**Spin multiplicity**: 3
**Energy**: -5883.7307 Eh
**Orbital gap (spin up / spin down)**: 7.05 / 7.36 eV
**HOMO (spin up / spin down)**: -16.057 / -16.144 eV
**⟨S²⟩**: 2.02
**Molar mass**: 1051.85 g/mol
**Relative energy (zero: lowest compared OMol25 entry of this formula, charge and spin)**: 0.00 kcal/mol

XYZ file:
```
111
C55H46AsMoO5P2S | OMol25 | ωB97M-V/def2-TZVPD
Mo 0.4418 0.7652 0.0933
O 2.1629 1.2659 1.5000
C 3.2391 0.3385 1.5524
C 3.8274 -0.0711 2.7278
C 4.8712 -0.9894 2.6325
C 5.2913 -1.4793 1.4034
C 4.6618 -1.0664 0.2383
C 3.6225 -0.1454 0.3121
P 2.6488 0.4418 -1.0757
C 3.3703 1.9404 -1.7340
C 4.4230 2.5673 -1.0687
C 4.9969 3.7053 -1.6159
C 4.5280 4.2106 -2.8200
C 3.4733 3.5898 -3.4819
C 2.8846 2.4598 -2.9394
C 2.6841 -0.8836 -2.2862
C 3.3450 -0.7721 -3.5065
C 3.4720 -1.8936 -4.3166
C 2.9500 -3.1117 -3.9109
C 2.2812 -3.2229 -2.6954
C 2.1446 -2.1118 -1.8869
C 1.8717 1.9598 2.7040
C 2.7567 2.8956 3.1884
C 2.4503 3.4982 4.4021
C 1.2912 3.1576 5.0927
C 0.4089 2.2283 4.5648
C 0.6977 1.6175 3.3449
P -0.3767 0.4667 2.4717
C -0.3344 -1.1202 3.3063
C 0.5658 -2.0823 2.8459
C 0.7001 -3.2862 3.5191
C -0.0660 -3.5277 4.6529
C -0.9648 -2.5726 5.1125
C -1.1021 -1.3662 4.4438
C -2.0471 1.1252 2.5353
C -3.1221 0.2306 2.5535
C -4.4168 0.7194 2.6078
C -4.6442 2.0913 2.6151
C -3.5781 2.9789 2.5680
C -2.2774 2.5011 2.5345
H 3.5057 0.3032 3.6887
H 5.3559 -1.3249 3.5391
H 6.1044 -2.1895 1.3534
H 4.9706 -1.4593 -0.7220
H 4.8087 2.1605 -0.1423
H 5.8206 4.1892 -1.1094
H 4.9914 5.0874 -3.2514
H 3.1163 3.9842 -4.4240
H 2.0587 1.9802 -3.4507
H 3.7906 0.1635 -3.8143
H 3.9987 -1.8158 -5.2578
H 3.0708 -3.9836 -4.5397
H 1.8760 -4.1755 -2.3826
H 1.6376 -2.2016 -0.9297
H 3.6626 3.1372 2.6490
H 3.1246 4.2376 4.8120
H 1.0706 3.6305 6.0395
H -0.5071 1.9867 5.0892
H 1.1708 -1.8868 1.9601
H 1.3999 -4.0330 3.1686
H 0.0418 -4.4635 5.1846
H -1.5541 -2.7653 5.9985
H -1.8042 -0.6255 4.8067
H -2.9478 -0.8376 2.5663
H -5.2495 0.0304 2.6502
H -5.6570 2.4684 2.6659
H -3.7591 4.0449 2.5742
H -1.4487 3.1968 2.5017
O -0.7861 -0.4762 -0.5755
As -2.1663 -1.1926 -1.4012
C -3.3115 0.1494 -2.0624
C -3.7001 0.1267 -3.4011
C -4.6108 1.0714 -3.8461
C -5.1137 2.0219 -2.9667
C -4.7120 2.0421 -1.6370
C -3.8070 1.1023 -1.1746
C -1.4368 -2.2267 -2.7981
C -1.6539 -3.6016 -2.8155
C -1.2090 -4.3343 -3.9077
C -0.5735 -3.6930 -4.9616
C -0.3590 -2.3184 -4.9335
C -0.7864 -1.5755 -3.8475
C -2.9928 -2.2458 -0.0719
C -4.3703 -2.1759 0.1109
C -4.9496 -2.9428 1.1128
C -4.1574 -3.7482 1.9202
C -2.7807 -3.8133 1.7271
C -2.1913 -3.0662 0.7215
H -3.3186 -0.6240 -4.0814
H -4.9325 1.0620 -4.8782
H -5.8258 2.7541 -3.3227
H -5.0959 2.7943 -0.9618
H -3.4903 1.1221 -0.1374
H -2.1737 -4.0948 -2.0016
H -1.3773 -5.4019 -3.9428
H -0.2509 -4.2680 -5.8195
H 0.1293 -1.8271 -5.7638
H -0.6312 -0.5011 -3.8243
H -4.9829 -1.5348 -0.5108
H -6.0206 -2.9119 1.2619
H -4.6174 -4.3388 2.7010
H -2.1707 -4.4494 2.3545
H -1.1212 -3.1188 0.5625
C 0.3118 4.5750 -1.6639
S -0.4043 3.1314 -0.9913
O 0.3760 2.8101 0.2961
O -1.7885 3.3359 -0.7423
O -0.0431 1.9138 -1.7976
H 0.4609 5.2594 -0.8296
H -0.4037 4.9923 -2.3696
H 1.2578 4.3254 -2.1382
```

***

No. 2
A cluster of 12 separate species, H24O12 in total at a distorted geometry. Source: OMol25; level of theory: ωB97M-V/def2-TZVPD.

## Properties
**Energy**: -917.1921 Eh
**Orbital gap**: 10.44 eV
**Structure (SMILES)**: O.O.O.O.O.O.O.O.O.O.O.O
**HOMO**: -10.742 eV
**Molar mass**: 216.18 g/mol
**Relative energy (zero: lowest compared OMol25 entry of this formula, charge and spin)**: 83.63 kcal/mol

XYZ file:
```
36
H24O12 | OMol25 | ωB97M-V/def2-TZVPD
O -1.7968 -2.1873 2.0438
H -1.9426 -3.0843 1.7662
H -1.1420 -1.5382 1.8231
O -1.2596 -3.1927 -1.6494
H -2.1937 -3.2205 -1.8654
H -0.9754 -2.5890 -2.3524
O 3.8448 0.4312 0.6131
H 3.7022 -0.4778 0.8517
H 3.6251 1.1340 1.2218
O -0.6639 1.9649 4.3248
H -0.3766 1.2015 4.8355
H -1.2571 1.5588 3.7025
O 1.8500 1.6670 -1.9786
H 1.2159 2.1344 -2.5498
H 2.0814 2.2907 -1.2863
O -2.2616 1.1624 -1.3217
H -3.1230 1.5191 -1.0608
H -1.8629 1.3060 -0.4540
O 0.9288 -1.0296 -2.2695
H 1.1696 -1.5851 -1.5252
H 1.3691 -0.1716 -2.1514
O 0.0910 -1.6007 3.5524
H -0.4074 -2.3587 3.8612
H -0.2667 -0.7899 3.9012
O 0.4077 -0.2974 -4.6871
H 0.5785 -1.1990 -4.5025
H 0.3412 0.1334 -3.8520
O -0.3723 2.3003 -3.6762
H 0.1094 2.2789 -4.4989
H -1.1967 1.8455 -3.5399
O 3.0111 -1.8496 2.8211
H 2.9194 -1.2666 2.0745
H 2.3172 -2.4502 3.0804
O -3.0068 2.4206 1.2819
H -2.3917 3.1661 1.2207
H -3.0659 2.3733 2.2451
```

***

No. 3
The molecule C3H5N3S at a distorted geometry. Source: OMol25; level of theory: ωB97M-V/def2-TZVPD.

## Properties
**Energy**: -679.7464 Eh
**Orbital gap**: 9.22 eV
**Structure (SMILES)**: Nc1n[nH]cc1S
**HOMO**: -8.367 eV
**Molar mass**: 115.16 g/mol
**Relative energy (zero: lowest compared OMol25 entry of this formula, charge and spin)**: 24.35 kcal/mol

XYZ file:
```
12
C3H5N3S | OMol25 | ωB97M-V/def2-TZVPD
N 0.3475 2.0134 -0.2176
C 0.3693 0.6297 -0.0915
N 1.5224 0.0660 -0.0477
N 1.3167 -1.2503 -0.1176
C -0.0249 -1.5257 -0.1439
C -0.7155 -0.3337 -0.0642
S -2.4827 -0.0959 -0.1908
H 1.3556 2.4396 -0.2017
H -0.3666 2.5435 0.2906
H 2.0637 -1.8773 0.0300
H -0.4734 -2.5299 -0.3369
H -2.9122 -0.0794 1.0914
```

***

No. 4
A structure of composition C2H2F3O2S at a distorted geometry. Source: OMol25; level of theory: ωB97M-V/def2-TZVPD.

## Properties
**Charge**: -1
**Energy**: -925.6605 Eh
**Orbital gap**: 8.20 eV
**HOMO**: -4.167 eV
**Molar mass**: 147.10 g/mol
**Relative energy (zero: lowest compared OMol25 entry of this formula, charge and spin)**: 0.00 kcal/mol

XYZ file:
```
10
C2H2F3O2S | OMol25 | ωB97M-V/def2-TZVPD
C 1.8820 -0.2893 0.1579
C -1.3246 0.6824 -0.0262
O -0.1937 -1.5956 1.0137
O 0.0234 -1.2894 -1.4141
F -1.0428 1.9510 -0.5372
F -2.3721 0.2646 -0.7163
F -1.7824 0.9393 1.2378
S 0.3559 -0.8584 -0.0704
H 2.3817 -0.0553 -0.7074
H 2.0727 0.2507 1.0622
```

***

No. 5
A structure of composition C24H19BF5N9O3Pt at a distorted geometry. Source: OMol25; level of theory: ωB97M-V/def2-TZVPD.

## Properties
**Energy**: -2288.1282 Eh
**Orbital gap (spin up / spin down)**: 7.10 / 7.10 eV
**HOMO (spin up / spin down)**: -7.356 / -7.355 eV
**Molar mass**: 782.36 g/mol
**Relative energy (zero: lowest compared OMol25 entry of this formula, charge and spin)**: 43.77 kcal/mol

XYZ file:
```
62
C24H19BF5N9O3Pt | OMol25 | ωB97M-V/def2-TZVPD
Pt -0.0384 -0.0591 -0.1956
C 0.8871 0.6918 5.4944
N 0.2453 0.5821 4.2076
C 0.7702 0.3269 3.0023
N -0.1787 0.3587 2.0921
C -1.2913 0.6596 2.7931
N -1.0652 0.7974 4.0743
C 1.4333 2.0857 5.6973
C 0.9036 2.9435 6.6522
C 1.3970 4.2332 6.7825
C 2.4011 4.6918 5.9530
C 2.9274 3.8380 4.9851
C 2.4519 2.5348 4.8741
C 3.9309 4.3001 4.0535
N 4.6125 5.4078 4.0768
N 5.3845 5.4252 2.9849
C 5.1456 4.3287 2.3250
O 4.2357 3.5582 2.9629
C 5.6782 3.9278 1.0450
C 6.5489 4.7701 0.3592
C 7.0103 4.3954 -0.8885
C 6.6056 3.1980 -1.4565
C 5.7405 2.3471 -0.7726
C 5.3390 1.0383 -1.4181
N 4.2418 0.3753 -0.7708
C 2.9690 0.7663 -0.6358
N 2.3048 -0.1597 0.0357
C 3.2251 -1.1158 0.2822
N 4.4082 -0.8144 -0.1879
C 5.2829 2.7162 0.4797
H 1.6905 -0.0494 5.5444
H 0.1305 0.4678 6.2479
H 1.7992 0.1045 2.8144
H -2.2602 0.7722 2.3508
H 0.0997 2.6032 7.2863
H 0.9763 4.8907 7.5259
H 2.7774 5.6998 6.0181
H 2.8828 1.8795 4.1307
H 6.8378 5.7010 0.8187
H 7.6884 5.0420 -1.4243
H 6.9621 2.9149 -2.4366
H 6.1785 0.3351 -1.3874
H 5.0783 1.2196 -2.4655
H 2.5506 1.6837 -1.0020
H 3.0086 -2.0281 0.7956
H 4.6103 2.0763 1.0308
C -2.6512 -3.6311 -0.1662
C -1.5305 -2.8228 0.2065
N -0.6367 -2.1327 0.4538
H -2.7967 -3.5547 -1.2446
H -3.5383 -3.2591 0.3461
H -2.4873 -4.6745 0.1047
F -0.9871 -0.8106 -3.0196
B -0.0390 -0.2872 -2.2341
F 0.9813 0.1170 -3.0160
F -2.7946 4.1607 0.0858
C -1.5287 4.0084 -0.3227
F -1.4588 4.4520 -1.5897
F -0.7853 4.8492 0.4169
C -1.0251 2.5272 -0.2167
O 0.2049 2.3836 -0.2631
O -1.8887 1.6535 -0.1283
```

***

No. 6
A structure of composition C16H43ClO6Si2Tb at a distorted geometry. Source: OMol25; level of theory: ωB97M-V/def2-TZVPD.

## Properties
**Charge**: +1
**Spin multiplicity**: 7
**Energy**: -2949.8880 Eh
**Orbital gap (spin up / spin down)**: 7.90 / 8.46 eV
**HOMO (spin up / spin down)**: -10.579 / -10.673 eV
**⟨S²⟩**: 12.33
**Molar mass**: 582.06 g/mol

XYZ file:
```
69
C16H43ClO6Si2Tb | OMol25 | ωB97M-V/def2-TZVPD
O 0.6506 1.6206 -1.9597
O 2.7548 0.8738 -2.6333
C -0.5825 0.9370 -2.5075
C -1.8545 1.7082 -2.3602
H -0.6721 0.0047 -1.9483
H -0.3656 0.6938 -3.5525
H -2.1383 1.7906 -1.3106
H -2.6476 1.1184 -2.8290
H -1.8522 2.6817 -2.8538
C 0.5820 3.0941 -1.6374
C 1.2219 3.9367 -2.6858
H 1.1033 3.2109 -0.6779
H -0.4715 3.3286 -1.4859
H 2.2312 3.5755 -2.9030
H 1.3314 4.9656 -2.3359
H 0.6254 3.9756 -3.6113
C 3.4397 0.8679 -1.2996
C 3.0852 -0.2862 -3.5116
C 3.8545 2.2733 -0.9433
H 4.3107 0.2200 -1.4615
H 2.7610 0.3702 -0.5644
H 4.0919 2.7866 -1.8815
H 4.7717 2.2878 -0.3456
H 3.0695 2.7544 -0.3447
C 3.7480 0.1576 -4.8033
H 2.2057 -0.9041 -3.7673
H 3.7497 -0.9452 -2.9320
H 3.2408 1.0018 -5.2834
H 3.7931 -0.6959 -5.4974
H 4.7732 0.5086 -4.6136
H 1.6027 1.3733 -2.5039
Tb -0.9492 -0.1399 2.5124
C 0.6532 -0.9554 1.3589
Si 0.8253 -2.6769 0.8162
H 1.6584 -0.4813 1.4361
H 0.2955 -0.4376 0.3923
C 0.0898 -2.9598 -0.8952
C 0.0638 -3.7847 2.1326
C 2.6964 -2.8228 0.4877
C -2.8717 -1.0582 1.5583
Si -3.8141 -1.1363 3.1628
H -2.8569 -2.0547 1.0886
H -3.3047 -0.3497 0.8354
C -3.5256 -2.8476 3.8605
C -5.6380 -0.7776 2.9652
C -3.1511 0.1276 4.4136
H 3.0478 -3.8602 0.4415
H 3.2550 -2.2860 1.2717
H 2.9412 -2.3545 -0.4806
H -1.0047 -2.9895 -0.8879
H 0.4535 -3.9106 -1.3034
H 0.4073 -2.1764 -1.5969
H -1.0144 -3.6338 2.2685
H 0.5435 -3.6341 3.1076
H 0.2017 -4.8363 1.8596
H -5.9597 -1.0572 1.9584
H -5.8297 0.2930 3.0926
H -6.2566 -1.3265 3.6826
H -3.1878 1.1637 4.0230
H -2.1259 -0.0459 4.8298
H -3.8764 0.0704 5.2488
H -4.4436 -3.1534 4.3801
H -2.6954 -2.8197 4.5782
H -3.3038 -3.5845 3.0788
O 0.0655 3.6224 1.5403
Cl -0.7529 2.7158 2.2797
O -1.7255 3.3452 3.1071
O -1.4365 1.7324 1.3231
O 0.1124 1.7945 3.1168
```

***

Please write out number 6 again, unchanged.
A structure of composition C16H43ClO6Si2Tb at a distorted geometry. Source: OMol25; level of theory: ωB97M-V/def2-TZVPD.

## Properties
**Charge**: +1
**Spin multiplicity**: 7
**Energy**: -2949.8880 Eh
**Orbital gap (spin up / spin down)**: 7.90 / 8.46 eV
**HOMO (spin up / spin down)**: -10.579 / -10.673 eV
**⟨S²⟩**: 12.33
**Molar mass**: 582.06 g/mol

XYZ file:
```
69
C16H43ClO6Si2Tb | OMol25 | ωB97M-V/def2-TZVPD
O 0.6506 1.6206 -1.9597
O 2.7548 0.8738 -2.6333
C -0.5825 0.9370 -2.5075
C -1.8545 1.7082 -2.3602
H -0.6721 0.0047 -1.9483
H -0.3656 0.6938 -3.5525
H -2.1383 1.7906 -1.3106
H -2.6476 1.1184 -2.8290
H -1.8522 2.6817 -2.8538
C 0.5820 3.0941 -1.6374
C 1.2219 3.9367 -2.6858
H 1.1033 3.2109 -0.6779
H -0.4715 3.3286 -1.4859
H 2.2312 3.5755 -2.9030
H 1.3314 4.9656 -2.3359
H 0.6254 3.9756 -3.6113
C 3.4397 0.8679 -1.2996
C 3.0852 -0.2862 -3.5116
C 3.8545 2.2733 -0.9433
H 4.3107 0.2200 -1.4615
H 2.7610 0.3702 -0.5644
H 4.0919 2.7866 -1.8815
H 4.7717 2.2878 -0.3456
H 3.0695 2.7544 -0.3447
C 3.7480 0.1576 -4.8033
H 2.2057 -0.9041 -3.7673
H 3.7497 -0.9452 -2.9320
H 3.2408 1.0018 -5.2834
H 3.7931 -0.6959 -5.4974
H 4.7732 0.5086 -4.6136
H 1.6027 1.3733 -2.5039
Tb -0.9492 -0.1399 2.5124
C 0.6532 -0.9554 1.3589
Si 0.8253 -2.6769 0.8162
H 1.6584 -0.4813 1.4361
H 0.2955 -0.4376 0.3923
C 0.0898 -2.9598 -0.8952
C 0.0638 -3.7847 2.1326
C 2.6964 -2.8228 0.4877
C -2.8717 -1.0582 1.5583
Si -3.8141 -1.1363 3.1628
H -2.8569 -2.0547 1.0886
H -3.3047 -0.3497 0.8354
C -3.5256 -2.8476 3.8605
C -5.6380 -0.7776 2.9652
C -3.1511 0.1276 4.4136
H 3.0478 -3.8602 0.4415
H 3.2550 -2.2860 1.2717
H 2.9412 -2.3545 -0.4806
H -1.0047 -2.9895 -0.8879
H 0.4535 -3.9106 -1.3034
H 0.4073 -2.1764 -1.5969
H -1.0144 -3.6338 2.2685
H 0.5435 -3.6341 3.1076
H 0.2017 -4.8363 1.8596
H -5.9597 -1.0572 1.9584
H -5.8297 0.2930 3.0926
H -6.2566 -1.3265 3.6826
H -3.1878 1.1637 4.0230
H -2.1259 -0.0459 4.8298
H -3.8764 0.0704 5.2488
H -4.4436 -3.1534 4.3801
H -2.6954 -2.8197 4.5782
H -3.3038 -3.5845 3.0788
O 0.0655 3.6224 1.5403
Cl -0.7529 2.7158 2.2797
O -1.7255 3.3452 3.1071
O -1.4365 1.7324 1.3231
O 0.1124 1.7945 3.1168
```

***

Which formula does entry 2 have? H24O12